Computed, not measured: a molecular structure, C49H28AsF4N5S4Tc at a distorted geometry, with ωB97M-V with the def2-TZVPD basis set.

Each line ends with the Löwdin charge.
Positions of all 92 atoms, in Å:
1 Tc 0.73 -0.53 0.67  0.33
2 S 3.13 -0.17 0.73  0.70
3 C 3.71 -1.27 -0.56  -0.58
4 C 5.06 -1.17 -0.90  -0.08
5 C 5.57 -1.96 -1.92  -0.04
6 C 4.73 -2.83 -2.60  -0.03
7 C 3.39 -2.94 -2.26  -0.07
8 C 2.87 -2.15 -1.25  -0.49
9 S 1.17 -2.38 -0.75  0.92
10 C 0.16 -1.70 -2.11  -0.33
11 C -1.08 -1.07 -1.53  -0.35
12 C -2.28 -1.13 -2.13  -0.03
13 C -3.41 -0.44 -1.55  -0.05
14 C -3.21 0.47 -0.59  -0.02
15 C -1.82 0.77 -0.14  -0.52
16 C -1.76 1.28 1.29  -0.32
17 S -0.06 1.29 1.97  0.91
18 C 0.74 2.73 1.28  -0.50
19 C 0.46 3.97 1.82  -0.07
20 C 1.13 5.10 1.35  -0.04
21 C 2.09 4.98 0.35  -0.04
22 C 2.39 3.73 -0.18  -0.08
23 C 1.71 2.61 0.28  -0.56
24 S 2.01 1.08 -0.57  0.70
25 N -0.92 -0.35 -0.33  -0.16
26 H 5.70 -0.49 -0.36  0.12
27 H 6.61 -1.89 -2.18  0.12
28 H 5.12 -3.45 -3.40  0.12
29 H 2.75 -3.65 -2.77  0.12
30 H -0.10 -2.49 -2.82  0.10
31 H 0.76 -0.95 -2.62  0.05
32 H -2.40 -1.71 -3.04  0.12
33 H -4.41 -0.65 -1.91  0.12
34 H -4.02 1.05 -0.15  0.13
35 H -2.29 0.60 1.95  0.08
36 H -2.19 2.27 1.36  0.11
37 H -0.27 4.07 2.61  0.12
38 H 0.91 6.07 1.77  0.12
39 H 2.62 5.85 -0.01  0.12
40 H 3.13 3.62 -0.96  0.12
41 C -3.84 -2.28 4.42  -0.06
42 C -3.64 -2.06 3.06  -0.07
43 C -2.35 -1.98 2.56  -0.14
44 C -1.27 -2.13 3.42  -0.37
45 C -1.46 -2.36 4.77  -0.08
46 C -2.75 -2.43 5.27  -0.06
47 As 0.51 -2.02 2.69  1.27
48 C 1.39 -3.72 2.57  -0.32
49 C 1.04 -4.82 1.82  -0.11
50 C 1.87 -5.93 1.82  -0.07
51 C 3.04 -5.92 2.57  -0.05
52 C 3.39 -4.81 3.33  -0.01
53 C 2.55 -3.70 3.35  -0.19
54 C 2.76 -2.47 4.16  -0.20
55 C 3.82 -2.24 5.03  -0.01
56 C 3.86 -1.06 5.76  -0.05
57 C 2.86 -0.10 5.63  -0.06
58 C 1.81 -0.31 4.75  -0.10
59 C 1.77 -1.49 4.03  -0.33
60 H -4.84 -2.34 4.81  0.11
61 H -4.49 -1.96 2.40  0.11
62 H -2.18 -1.81 1.50  0.08
63 H -0.61 -2.48 5.44  0.11
64 H -2.91 -2.61 6.33  0.12
65 H 0.12 -4.83 1.24  0.10
66 H 1.60 -6.81 1.25  0.11
67 H 3.69 -6.79 2.57  0.11
68 H 4.30 -4.82 3.92  0.11
69 H 4.60 -2.97 5.16  0.11
70 H 4.68 -0.88 6.44  0.11
71 H 2.90 0.81 6.22  0.11
72 H 1.02 0.43 4.65  0.09
73 F -1.53 1.83 -6.29  0.16
74 C -2.28 2.73 -5.68  -0.13
75 C -3.16 3.49 -6.42  -0.12
76 F -3.21 3.28 -7.71  0.19
77 C -4.02 4.44 -5.83  0.00
78 C -3.90 4.57 -4.42  -0.13
79 C -3.01 3.81 -3.70  -0.12
80 F -2.94 3.98 -2.38  0.14
81 C -2.17 2.87 -4.30  0.02
82 C -1.24 2.08 -3.50  -0.08
83 C -1.30 1.94 -2.18  0.01
84 N -1.28 1.88 -1.00  0.29
85 C -0.18 1.28 -4.04  -0.15
86 N 0.72 0.64 -4.35  0.23
87 F -4.63 5.44 -3.78  0.18
88 C -4.93 5.22 -6.58  -0.04
89 C -5.00 5.17 -8.00  -0.12
90 N -5.09 5.19 -9.15  0.28
91 C -5.86 6.11 -5.98  -0.12
92 N -6.65 6.80 -5.50  0.28

The total charge is +2. Its total energy is -6465.9860 Ha. The spin multiplicity is 2. As for the molar mass: 1063.98 g mol⁻¹. As for the relative energy (zero: lowest compared OMol25 entry of this formula, charge and spin): 0.087 eV. The gap between HOMO and LUMO (alpha / beta) is 3.13 / 3.43 eV. As for the HOMO energy (alpha / beta): -11.78 / -12.43 eV.

=====

Computed, not measured: 2 unconnected molecules or ions with the total composition C5H13NO at a distorted geometry, with ωB97M-V with the def2-TZVPD basis set.

Each line ends with the natural charge from an NBO analysis.
Positions of all 20 atoms, in Å:
1 C 2.22 -2.24 -0.16  -0.65
2 C 2.19 -0.79 0.27  -0.26
3 C 1.07 -0.24 0.75  0.19
4 C -0.14 -1.02 1.17  -0.67
5 N 1.07 1.14 1.14  -0.63
6 C 0.57 2.07 0.12  -0.41
7 H 1.46 -2.53 -0.87  0.21
8 H 3.18 -2.47 -0.64  0.21
9 H 2.21 -2.90 0.72  0.21
10 H 3.16 -0.43 0.60  0.20
11 H -0.01 -1.47 2.16  0.23
12 H -0.39 -1.82 0.47  0.22
13 H -0.94 -0.31 1.37  0.22
14 H 2.05 1.36 1.28  0.35
15 H 1.21 2.23 -0.75  0.18
16 H -0.40 1.69 -0.21  0.19
17 H 0.41 3.00 0.66  0.20
18 O -5.52 0.83 -2.44  -0.96
19 H -5.47 1.04 -3.37  0.48
20 H -4.78 1.15 -1.92  0.48

Its total energy is -328.2432 Ha. The spin multiplicity is 1. As for the molar mass: 103.16 g mol⁻¹. As for the relative energy (zero: lowest compared OMol25 entry of this formula, charge and spin): 2.058 eV. The gap between HOMO and LUMO is 9.00 eV. As for the HOMO energy: -8.29 eV.

=====

Computed, not measured: a molecular structure, C3H6N2O at a distorted geometry, with ωB97M-V with the def2-TZVPD basis set.

Each line ends with the natural charge from an NBO analysis.
Positions of all 12 atoms, in Å:
1 C 1.05 0.26 1.33  -0.36
2 C 0.66 1.46 1.07  0.15
3 C 0.48 -0.17 -0.08  0.22
4 N -1.39 -0.95 -1.45  -0.67
5 N -0.90 -0.93 -0.14  -0.46
6 O 0.17 1.23 -0.26  -0.53
7 H 1.66 0.03 2.14  0.22
8 H 0.64 2.47 1.55  0.21
9 H 1.15 -0.46 -0.81  0.16
10 H -2.08 -0.21 -1.48  0.36
11 H -0.74 -0.91 -2.17  0.34
12 H -0.71 -1.81 0.30  0.34

Its total energy is -302.5201 Ha. The spin multiplicity is 1. As for the molar mass: 86.09 g mol⁻¹. As for the relative energy (zero: lowest compared OMol25 entry of this formula, charge and spin): 4.708 eV. The gap between HOMO and LUMO is 10.40 eV. As for the HOMO energy: -9.28 eV.

=====

Computed, not measured: C6H8BFN2O6S in the gas phase at a distorted geometry, with ωB97M-V with the def2-TZVPD basis set.

Each line ends with the natural charge from an NBO analysis.
Positions of all 25 atoms, in Å:
1 C 0.38 2.74 1.66  -0.19
2 C 0.59 1.65 1.23  -0.02
3 C 0.81 0.37 0.58  -0.34
4 C 2.13 0.30 -0.23  -0.65
5 S 2.34 -1.44 -0.66  2.38
6 O 2.56 -2.15 0.54  -0.95
7 O 3.38 -1.56 -1.61  -0.90
8 O 0.93 -1.89 -1.31  -0.67
9 C -0.16 -1.63 -0.45  0.46
10 F -1.23 -2.16 -1.07  -0.33
11 C -0.37 -0.12 -0.30  -0.14
12 O -0.35 0.38 -1.63  -0.44
13 N -0.24 1.81 -1.67  0.39
14 O -1.19 2.30 -2.09  -0.19
15 B -1.79 0.06 0.44  1.08
16 N -3.01 0.27 -0.28  -1.07
17 O -1.85 -0.03 1.84  -0.93
18 H 0.21 3.56 2.30  0.24
19 H 0.92 -0.37 1.37  0.27
20 H 2.14 0.94 -1.10  0.26
21 H 2.92 0.52 0.47  0.27
22 H -0.07 -2.14 0.51  0.18
23 H -3.17 -0.54 -0.89  0.40
24 H -3.78 0.24 0.38  0.38
25 H -2.06 -0.94 2.09  0.50

Its total energy is -1317.1787 Ha. The spin multiplicity is 1. As for the molar mass: 266.01 g mol⁻¹. As for the relative energy (zero: lowest compared OMol25 entry of this formula, charge and spin): 0.000 eV. The gap between HOMO and LUMO is 9.99 eV. As for the HOMO energy: -10.38 eV.